[1]
11
Properties=species:S:1:pos:R:3:lowdin_charge:R:1 method="wB97M-V/def2-TZVPD" gap_ev=9.95 spin_multiplicity=1 e_lumo_ha=0.026 mol_weight_g_mol=100.08 homo_energy_ha=-0.3394 largest_force_ev_per_a=5.1
C -0.2154 0.2288 -0.7414 -0.54
C -0.7776 -0.6435 0.3204 -0.02
N 0.6362 1.1316 -0.5975 0.08
N 1.5666 -0.6414 1.8518 0.21
N 1.1939 1.2967 0.6775 0.02
N 1.3977 0.3127 1.2715 -0.27
O -0.7881 0.1263 -1.9128 0.06
H -1.7225 -1.2424 -0.1026 0.14
H -0.9925 0.0909 1.0643 0.07
H -0.0306 -1.3530 0.7696 0.06
H -0.2678 0.6934 -2.6008 0.18

[2]
76
Properties=species:S:1:pos:R:3:lowdin_charge:R:1 method="wB97M-V/def2-TZVPD" charge=+1 gap_ev="7.53 / 6.92" spin_multiplicity=2 e_lumo_ha="-0.083 / -0.148" mol_weight_g_mol=722.70 homo_energy_ha="-0.3596 / -0.4021" largest_force_ev_per_a=0.5
Li 0.1614 0.2539 0.3515 0.27
C -3.9090 -0.0353 -1.1944 -0.24
Ge -3.4393 -1.5637 -0.0835 0.65
C -4.3647 -3.1623 -0.6743 -0.24
C -3.8919 -1.1379 1.7605 -0.25
Ge -1.0446 -2.0105 -0.1838 0.88
C -0.5500 -3.4356 1.0294 -0.40
C -0.7868 -3.2882 2.4008 -0.15
C -0.4313 -4.2870 3.2966 -0.09
C 0.1680 -5.4509 2.8312 -0.08
C 0.4032 -5.6149 1.4730 -0.07
C 0.0492 -4.6145 0.5767 -0.11
C -0.3579 -2.3558 -1.9605 -0.39
C 0.9839 -2.6924 -2.1687 -0.14
C 1.4646 -2.9215 -3.4497 -0.07
C 0.6145 -2.8109 -4.5420 -0.07
C -0.7162 -2.4662 -4.3542 -0.08
C -1.1960 -2.2320 -3.0728 -0.12
H -4.9946 0.0770 -1.1845 0.03
H -3.5829 -0.1398 -2.2281 0.01
H -3.4708 0.8699 -0.7739 -0.02
H -5.4375 -2.9709 -0.6130 0.03
H -4.1204 -4.0098 -0.0356 0.02
H -4.1100 -3.4116 -1.7033 0.02
H -4.9463 -0.8620 1.8115 0.03
H -3.2997 -0.2892 2.1053 0.02
H -3.7263 -1.9823 2.4280 0.01
H -1.2531 -2.3851 2.7812 0.09
H -0.6254 -4.1642 4.3543 0.11
H 0.4420 -6.2345 3.5255 0.11
H 0.8572 -6.5278 1.1096 0.11
H 0.2374 -4.7574 -0.4804 0.10
H 1.6624 -2.7674 -1.3267 0.08
H 2.5042 -3.1836 -3.5977 0.11
H 0.9896 -2.9918 -5.5407 0.11
H -1.3796 -2.3822 -5.2050 0.11
H -2.2397 -1.9663 -2.9474 0.07
C -2.3165 3.7441 -0.6150 -0.30
As -0.8863 2.4723 -0.3462 1.06
C -0.3905 2.0990 -2.2043 -0.30
C 0.6017 3.6801 0.1603 -0.36
C 0.7408 4.9118 -0.6819 -0.32
C 1.5080 4.8873 -1.8445 -0.06
C 1.6158 6.0124 -2.6494 -0.07
C 0.9572 7.1826 -2.3011 -0.08
C 0.1984 7.2225 -1.1393 -0.07
C 0.0930 6.0958 -0.3373 -0.07
H -1.9675 4.5321 -1.2796 0.03
H -2.6137 4.1724 0.3407 0.03
H -3.1708 3.2338 -1.0568 0.02
H -0.3664 3.0159 -2.7923 0.03
H -1.1109 1.4034 -2.6337 0.02
H 0.5997 1.6402 -2.2379 0.02
H 1.5002 3.0606 0.1115 0.03
H 0.4279 3.9342 1.2082 0.07
H 2.0372 3.9805 -2.1159 0.11
H 2.2196 5.9755 -3.5465 0.11
H 1.0398 8.0602 -2.9278 0.11
H -0.3100 8.1344 -0.8556 0.11
H -0.4978 6.1389 0.5713 0.11
C 2.9147 -2.7455 2.2050 0.00
N 3.1928 -1.4216 2.7578 -0.11
C 3.6253 -1.1792 4.0460 -0.02
C 3.8041 0.1522 4.1590 -0.03
N 3.4814 0.7041 2.9347 -0.12
C 3.5384 2.1266 2.6141 -0.02
C 3.1033 -0.2645 2.0809 -0.70
Se 2.6351 -0.0447 0.2785 0.58
H 3.2053 -3.4814 2.9492 0.10
H 3.4925 -2.8866 1.2946 0.09
H 1.8547 -2.8499 1.9832 0.07
H 3.7730 -1.9725 4.7554 0.13
H 4.1374 0.7510 4.9864 0.13
H 4.1287 2.6194 3.3814 0.10
H 2.5357 2.5504 2.5910 0.09
H 4.0047 2.2574 1.6413 0.08

[3]
20
Properties=species:S:1:pos:R:3:lowdin_charge:R:1 method="wB97M-V/def2-TZVPD" charge=-1 gap_ev="6.52 / 6.50" spin_multiplicity=1 e_lumo_ha="0.114 / 0.114" mol_weight_g_mol=189.28 homo_energy_ha="-0.1252 / -0.1249" largest_force_ev_per_a=4.1
C 1.0869 1.1246 -1.1993 -0.23
C 0.5857 -1.7161 0.0685 -0.23
C -0.2108 1.0462 -0.7878 -0.44
C -0.2556 -0.9079 0.7364 -0.17
C 1.9253 -0.0853 -1.2813 -0.26
C 1.2050 -1.4980 -1.3135 -0.22
C -2.0116 1.8786 1.0235 -0.32
O -2.5220 -1.0968 1.9737 -0.54
O -0.6129 -0.3847 3.2912 -0.53
S -1.5607 2.1094 -0.7817 0.75
S -1.1012 -1.3338 2.2732 0.58
H 1.2983 1.8711 -1.8810 0.05
H 0.8429 -2.6964 0.5530 0.09
H 2.6283 -0.1480 -2.2231 0.12
H 2.5685 -0.0983 -0.3457 0.12
H 2.0070 -2.1543 -1.5629 0.07
H 0.2947 -1.4787 -2.0457 0.14
H -2.9904 2.3229 1.0221 0.01
H -1.2786 2.5023 1.4638 0.01
H -1.8989 0.7430 1.0167 0.00

Let's list energy relative to the best compared isomer or geometry (same formula, charge and spin) in order: 410.8 0.0 259.9 kJ/mol.